Formula: C30H48O22S
Source: the Open Molecules 2025 dataset
Level of theory: the ωB97M-V functional and the def2-TZVPD basis

Its HOMO-LUMO gap is 8.71 eV. Its energy above the lowest of the compared OMol25 structures with the same formula, charge and spin is 474.9 kJ/mol.

Element x y z (Å)
C (5.536, 4.123, -9.699)
C (4.218, 3.721, -8.990)
C (4.218, 3.532, -7.496)
O (3.154, 4.481, -7.079)
C (2.675, 5.148, -8.056)
O (1.751, 5.923, -7.975)
O (3.372, 4.858, -9.156)
H (6.016, 4.943, -9.164)
H (5.368, 4.381, -10.745)
H (6.153, 3.225, -9.680)
H (3.897, 2.781, -9.440)
H (5.208, 3.844, -7.164)
H (3.995, 2.512, -7.184)
C (9.551, -2.499, -7.085)
C (8.186, -3.026, -7.557)
C (6.937, -2.380, -6.954)
O (6.176, -2.038, -8.072)
C (6.867, -2.299, -9.192)
O (6.491, -2.129, -10.361)
O (8.108, -2.698, -8.921)
H (9.569, -1.410, -7.037)
H (10.315, -3.030, -7.652)
H (9.586, -2.777, -6.032)
H (8.113, -4.112, -7.504)
H (7.166, -1.474, -6.392)
H (6.396, -3.088, -6.326)
C (-0.767, -0.564, 1.884)
C (-1.273, -0.456, 0.425)
C (-1.089, 0.899, -0.126)
O (-0.614, 0.654, -1.402)
C (-0.113, -0.543, -1.421)
O (0.525, -1.032, -2.316)
O (-0.383, -1.172, -0.357)
H (0.168, -0.055, 2.117)
H (-0.611, -1.603, 2.172)
H (-1.439, -0.123, 2.620)
H (-2.292, -0.843, 0.421)
H (-0.278, 1.455, 0.345)
H (-2.005, 1.490, -0.139)
C (-9.862, 6.576, 3.822)
C (-8.387, 6.096, 4.001)
C (-8.105, 4.630, 3.840)
O (-7.195, 4.562, 2.714)
C (-6.907, 5.881, 2.323)
O (-6.265, 6.180, 1.286)
O (-7.651, 6.766, 3.047)
H (-10.429, 6.143, 2.998)
H (-10.065, 7.647, 3.856)
H (-10.435, 6.217, 4.677)
H (-7.992, 6.333, 4.988)
H (-9.008, 4.056, 3.632)
H (-7.639, 4.218, 4.735)
C (-6.547, -5.128, 3.942)
C (-5.365, -6.024, 4.024)
C (-5.522, -7.476, 3.701)
O (-4.471, -7.775, 2.800)
C (-3.816, -6.672, 2.488)
O (-2.870, -6.577, 1.720)
O (-4.433, -5.638, 3.092)
H (-7.034, -5.270, 4.906)
H (-7.296, -5.423, 3.208)
H (-6.248, -4.093, 3.779)
H (-4.829, -6.005, 4.973)
H (-6.509, -7.614, 3.258)
H (-5.417, -8.182, 4.524)
C (-3.723, -0.089, 9.144)
C (-3.444, 1.360, 9.331)
C (-2.261, 1.716, 10.124)
O (-1.430, 2.387, 9.233)
C (-2.188, 2.713, 8.135)
O (-1.870, 3.600, 7.318)
O (-3.207, 1.937, 8.049)
H (-3.019, -0.571, 8.466)
H (-4.702, -0.167, 8.672)
H (-3.735, -0.690, 10.053)
H (-4.311, 1.818, 9.807)
H (-1.873, 0.827, 10.623)
H (-2.525, 2.384, 10.943)
C (4.771, -8.401, 0.663)
C (3.918, -8.553, -0.660)
C (3.822, -7.236, -1.458)
O (4.050, -7.740, -2.737)
C (4.550, -8.927, -2.769)
O (5.068, -9.376, -3.742)
O (4.503, -9.483, -1.509)
H (4.746, -9.245, 1.353)
H (4.422, -7.582, 1.291)
H (5.777, -8.055, 0.425)
H (2.879, -8.827, -0.482)
H (4.541, -6.445, -1.242)
H (2.858, -6.776, -1.241)
C (2.125, 7.048, 1.521)
S (0.604, 7.918, 1.342)
O (0.860, 9.295, 1.968)
C (0.755, 8.108, -0.481)
H (2.007, 6.069, 1.056)
H (2.343, 6.935, 2.583)
H (2.839, 7.632, 0.940)
H (0.809, 7.096, -0.881)
H (1.652, 8.710, -0.627)
H (-0.166, 8.558, -0.854)

These are the Löwdin partial charges, in e, on atoms 1 to 6: -0.016 -0.319 -0.027 0.102 -0.635 0.142

---

Formula: C30H48O22S
Source: the Open Molecules 2025 dataset
Level of theory: the ωB97M-V functional and the def2-TZVPD basis

Its HOMO-LUMO gap is 9.34 eV. Its energy above the lowest of the compared OMol25 structures with the same formula, charge and spin is 230.8 kJ/mol.

Element x y z (Å)
C (-2.351, -5.270, -1.486)
C (-0.924, -5.711, -1.315)
C (-0.129, -5.174, -0.111)
O (0.104, -6.307, 0.698)
C (-0.484, -7.403, 0.234)
O (-0.541, -8.435, 0.828)
O (-1.047, -7.115, -0.956)
H (-2.818, -5.826, -2.308)
H (-2.351, -4.283, -1.959)
H (-3.011, -5.428, -0.639)
H (-0.457, -5.722, -2.299)
H (-0.440, -4.350, 0.534)
H (0.756, -4.683, -0.542)
C (4.293, 0.422, 4.180)
C (4.329, 1.912, 3.955)
C (4.771, 2.336, 2.536)
O (3.736, 3.160, 2.001)
C (2.780, 3.317, 2.960)
O (1.785, 3.959, 2.825)
O (2.991, 2.415, 3.925)
H (3.613, 0.213, 5.009)
H (5.283, 0.050, 4.444)
H (3.918, -0.135, 3.320)
H (5.005, 2.346, 4.696)
H (4.707, 1.423, 1.937)
H (5.773, 2.749, 2.471)
C (-2.183, 2.598, 2.206)
C (-2.906, 1.829, 3.282)
C (-2.668, 2.522, 4.669)
O (-4.004, 2.817, 5.095)
C (-4.934, 2.448, 4.228)
O (-6.103, 2.681, 4.294)
O (-4.335, 1.840, 3.180)
H (-2.501, 3.627, 2.046)
H (-2.079, 2.058, 1.263)
H (-1.139, 2.687, 2.530)
H (-2.582, 0.791, 3.322)
H (-2.204, 3.504, 4.724)
H (-2.227, 1.801, 5.356)
C (3.067, 1.190, -3.708)
C (4.390, 0.790, -3.095)
C (4.422, -0.409, -2.110)
O (5.567, -1.147, -2.510)
C (6.080, -0.659, -3.674)
O (6.977, -1.134, -4.290)
O (5.441, 0.472, -4.030)
H (2.325, 1.433, -2.959)
H (2.754, 0.337, -4.322)
H (3.284, 1.953, -4.457)
H (4.857, 1.604, -2.533)
H (3.485, -0.959, -2.066)
H (4.741, -0.004, -1.156)
C (-6.793, -2.116, 1.884)
C (-5.385, -1.606, 1.718)
C (-4.439, -1.776, 2.917)
O (-3.178, -1.976, 2.316)
C (-3.344, -2.272, 1.006)
O (-2.481, -2.673, 0.285)
O (-4.646, -2.317, 0.729)
H (-7.273, -2.189, 0.907)
H (-7.466, -1.506, 2.486)
H (-6.860, -3.114, 2.321)
H (-5.276, -0.535, 1.508)
H (-4.807, -2.632, 3.490)
H (-4.542, -0.876, 3.522)
C (-0.252, 7.349, 1.109)
C (0.441, 6.116, 0.563)
C (-0.454, 4.897, 0.365)
O (-0.116, 4.417, -0.910)
C (0.592, 5.348, -1.608)
O (0.853, 5.224, -2.758)
O (0.989, 6.313, -0.764)
H (-1.262, 7.440, 0.692)
H (0.232, 8.307, 0.928)
H (-0.498, 7.319, 2.173)
H (1.331, 5.872, 1.139)
H (-1.518, 5.012, 0.558)
H (-0.010, 4.219, 1.099)
C (0.372, -2.497, -7.056)
C (0.169, -2.235, -5.569)
C (-0.838, -3.080, -4.773)
O (-0.135, -3.237, -3.542)
C (1.152, -2.974, -3.667)
O (1.956, -3.175, -2.809)
O (1.431, -2.399, -4.864)
H (-0.654, -2.501, -7.446)
H (0.690, -3.505, -7.327)
H (0.984, -1.778, -7.589)
H (-0.006, -1.178, -5.349)
H (-1.088, -4.055, -5.191)
H (-1.763, -2.516, -4.669)
C (0.373, 1.292, 0.558)
S (1.531, 0.251, -0.397)
O (2.837, 0.067, 0.291)
C (0.621, -1.324, -0.229)
H (-0.502, 1.439, -0.082)
H (0.864, 2.239, 0.761)
H (-0.085, 0.809, 1.424)
H (-0.421, -1.284, -0.538)
H (0.655, -1.599, 0.832)
H (1.204, -2.137, -0.663)

These are the Löwdin partial charges, in e, on atoms 1 to 6: -0.038 -0.267 -0.083 0.083 -0.581 0.156

---

Formula: C30H49Cl3LaN3O4Si
Source: the Open Molecules 2025 dataset
Level of theory: the ωB97M-V functional and the def2-TZVPD basis

Its HOMO-LUMO gap is 6.26 eV. Its energy above the lowest of the compared OMol25 structures with the same formula, charge and spin is 1.3 kJ/mol.

Element x y z (Å)
C (1.378, 1.179, -3.339)
C (2.380, 1.681, -2.350)
H (1.203, 1.863, -4.165)
H (0.430, 0.974, -2.846)
H (1.712, 0.229, -3.762)
C (3.195, 2.723, -2.531)
C (3.296, 3.607, -3.728)
H (3.890, 2.961, -1.734)
H (2.564, 3.376, -4.497)
H (4.286, 3.532, -4.185)
H (3.169, 4.658, -3.453)
La (-0.081, 0.244, 0.527)
Cl (-1.576, 0.124, -1.246)
C (2.128, -0.202, 2.460)
O (1.038, 0.374, 2.309)
N (2.884, -0.075, 3.550)
C (2.507, 0.808, 4.633)
C (4.162, -0.747, 3.650)
H (2.519, -0.874, 1.697)
H (1.509, 1.187, 4.447)
H (3.205, 1.644, 4.700)
H (2.520, 0.269, 5.580)
H (4.338, -1.333, 2.754)
H (4.180, -1.407, 4.518)
H (4.967, -0.019, 3.741)
H (-3.457, -2.403, 4.118)
H (-3.818, -4.152, 2.207)
C (-3.587, -1.641, 3.349)
C (-3.914, -3.297, 1.536)
N (-3.188, -2.158, 2.055)
H (-2.972, -0.782, 3.585)
C (-2.198, -1.598, 1.356)
O (-1.543, -0.623, 1.758)
H (-3.519, -3.572, 0.563)
H (-1.994, -2.056, 0.390)
H (-4.635, -1.343, 3.328)
H (-4.973, -3.060, 1.429)
H (-0.050, 3.393, -1.970)
H (1.699, 4.708, -0.712)
C (-0.775, 3.623, -1.194)
C (0.912, 4.970, -0.004)
N (-0.072, 3.911, 0.043)
H (-1.414, 2.760, -1.057)
C (-0.155, 3.102, 1.090)
O (-0.884, 2.098, 1.174)
H (1.356, 5.114, 0.977)
H (0.477, 3.406, 1.935)
H (-1.362, 4.493, -1.489)
H (0.448, 5.903, -0.321)
O (1.212, 1.288, -0.340)
C (2.355, 0.896, -1.046)
C (3.681, 2.030, 0.784)
C (3.605, 1.062, -0.212)
H (2.807, 2.635, 0.974)
C (4.842, 2.204, 1.522)
H (2.287, -0.165, -1.312)
C (4.714, 0.251, -0.433)
H (4.887, 2.972, 2.285)
C (5.948, 1.398, 1.285)
C (5.876, 0.413, 0.308)
H (4.662, -0.514, -1.198)
H (6.856, 1.532, 1.859)
H (6.728, -0.227, 0.121)
Si (-5.743, -0.367, -4.382)
Cl (-4.814, 0.606, -5.997)
C (-6.343, 0.957, -3.210)
C (-4.460, -1.463, -3.584)
C (-7.161, -1.363, -5.078)
H (-5.517, 1.566, -2.846)
H (-6.836, 0.512, -2.345)
H (-7.056, 1.621, -3.695)
H (-7.883, -0.723, -5.583)
H (-7.685, -1.895, -4.283)
H (-6.811, -2.100, -5.798)
H (-3.614, -0.882, -3.221)
H (-4.078, -2.201, -4.287)
H (-4.885, -2.000, -2.736)
Cl (-0.918, -4.631, -1.110)
C (-0.485, -4.391, 0.578)
C (-0.990, -5.308, 1.514)
C (-0.699, -5.175, 2.872)
C (0.102, -4.125, 3.306)
C (0.611, -3.208, 2.385)
C (0.327, -3.309, 1.008)
C (0.878, -2.261, 0.039)
H (-1.617, -6.129, 1.191)
H (-1.097, -5.880, 3.591)
H (0.332, -4.018, 4.359)
H (1.221, -2.428, 2.775)
H (1.986, -2.281, 0.071)
H (0.587, -2.472, -1.007)

These are the Löwdin partial charges, in e, on atoms 1 to 6: -0.038 -0.228 0.070 0.026 0.095 -0.116

---

Formula: C30H49O5Si2Sn
Source: the Open Molecules 2025 dataset
Level of theory: the ωB97M-V functional and the def2-TZVPD basis

Its HOMO-LUMO gap (spin up / spin down) is 6.28 / 4.92 eV. Its net charge is -1. Its energy above the lowest of the compared OMol25 structures with the same formula, charge and spin is 308.6 kJ/mol.

Element x y z (Å)
C (0.322, -0.172, -6.955)
C (0.179, -0.625, -5.493)
C (-0.104, 1.299, -7.037)
C (-0.764, 1.714, -5.660)
H (-0.855, 1.379, -7.839)
H (0.738, 1.945, -7.328)
C (-0.911, 0.239, -4.892)
H (1.139, -0.475, -4.971)
H (-0.064, -1.703, -5.472)
C (-1.331, -0.209, -3.441)
H (-1.838, -0.083, -5.407)
H (-1.808, 2.011, -5.871)
C (-0.136, 2.950, -5.140)
C (1.722, -0.426, -7.489)
C (-0.521, -0.994, -7.960)
O (-1.227, -0.459, -8.812)
O (2.718, -0.506, -6.799)
O (1.752, -0.591, -8.825)
O (-0.371, -2.331, -7.942)
C (-1.003, -2.873, -9.112)
H (-0.902, -3.956, -9.034)
H (-0.479, -2.491, -9.989)
H (-2.047, -2.567, -9.158)
C (3.072, -0.734, -9.359)
H (3.701, 0.116, -9.053)
H (2.939, -0.757, -10.443)
H (3.539, -1.666, -9.002)
O (-0.562, 0.070, -2.283)
H (-1.333, -1.322, -3.469)
H (-2.371, 0.127, -3.230)
C (-0.945, 4.119, -4.740)
C (1.272, 2.900, -4.710)
H (1.887, 3.704, -5.164)
H (1.768, 1.954, -4.985)
H (1.348, 3.075, -3.620)
H (-0.317, 4.922, -4.289)
H (-1.726, 3.833, -4.001)
H (-1.515, 4.598, -5.557)
Sn (-0.477, 0.351, -0.364)
C (-2.699, -0.638, 1.118)
C (-3.352, -0.721, -0.160)
C (-2.914, -1.916, -0.792)
H (-4.093, -0.023, -0.549)
C (-1.991, -2.576, 0.073)
C (-1.872, -1.804, 1.259)
H (-1.325, -2.096, 2.158)
H (-2.881, 0.124, 1.883)
H (-3.268, -2.306, -1.747)
H (-1.518, -3.538, -0.121)
C (2.825, 0.520, -0.076)
C (2.724, -0.467, 0.945)
C (1.861, -1.498, 0.506)
H (3.273, -0.458, 1.886)
C (1.393, -1.156, -0.818)
C (2.007, 0.124, -1.171)
H (1.926, 0.620, -2.144)
H (3.465, 1.403, -0.057)
H (1.648, -2.440, 1.001)
H (0.843, -1.817, -1.486)
C (-1.422, 2.615, 3.860)
Si (-0.025, 1.893, 2.810)
C (1.522, 2.722, 3.487)
C (0.052, 0.095, 3.326)
C (-0.173, 2.195, 0.951)
Si (-1.235, 3.702, 0.549)
C (-0.732, 5.204, 1.576)
C (-1.012, 4.175, -1.252)
C (-3.051, 3.449, 0.955)
H (-1.152, 2.436, 4.913)
H (-2.377, 2.104, 3.686)
H (-1.596, 3.691, 3.755)
H (1.544, 2.573, 4.577)
H (2.443, 2.286, 3.077)
H (1.549, 3.806, 3.304)
H (-0.946, -0.292, 3.567)
H (0.502, -0.551, 2.563)
H (0.670, 0.014, 4.233)
H (0.841, 2.386, 0.549)
H (0.269, 5.561, 1.309)
H (-1.434, 6.018, 1.351)
H (-0.752, 5.063, 2.661)
H (-1.177, 3.335, -1.940)
H (-1.734, 4.967, -1.507)
H (-0.004, 4.574, -1.447)
H (-3.409, 2.453, 0.663)
H (-3.274, 3.596, 2.021)
H (-3.634, 4.195, 0.394)

These are the Löwdin partial charges, in e, on atoms 1 to 6: -0.247 -0.085 -0.041 -0.173 0.117 0.133

---

Formula: C30H50BN8O7
Source: the Open Molecules 2025 dataset
Level of theory: the ωB97M-V functional and the def2-TZVPD basis

Its HOMO-LUMO gap is 8.75 eV. Its net charge is +1.

Element x y z (Å)
C (-3.566, 2.793, 3.853)
C (-2.141, 2.328, 3.212)
C (-2.269, 2.565, 1.630)
C (-0.950, 3.147, 0.929)
C (-0.817, 2.471, -0.525)
C (-1.905, 2.981, -1.596)
C (-2.599, 1.663, -2.242)
C (-1.560, 0.702, -2.982)
C (-2.101, -0.788, -3.252)
C (-2.397, -1.642, -1.919)
N (-3.898, -1.675, -1.878)
N (-1.930, -1.039, -0.636)
C (-0.568, -1.527, -0.403)
N (0.538, -0.901, -0.048)
C (1.857, -1.594, 0.188)
C (2.883, -1.419, -1.049)
C (4.366, -1.609, -0.407)
C (5.396, -2.307, -1.427)
N (5.514, -3.747, -1.059)
C (4.377, -4.546, -1.544)
C (3.251, -5.139, -0.548)
O (4.358, -4.775, -2.784)
N (-0.655, -2.962, -0.652)
C (-1.705, -3.092, -1.764)
N (-1.107, -3.728, -2.959)
B (-2.811, -4.046, -0.997)
O (-3.391, -3.671, 0.289)
O (-3.208, -5.303, -1.548)
H (-4.345, 2.038, 3.461)
H (-3.565, 2.766, 4.990)
H (-3.819, 3.831, 3.451)
H (-2.089, 1.198, 3.422)
H (-1.296, 2.902, 3.713)
H (-3.138, 3.269, 1.353)
H (-2.565, 1.546, 1.176)
H (-0.869, 4.280, 0.926)
H (-0.055, 2.746, 1.540)
H (0.257, 2.568, -0.935)
H (-1.032, 1.348, -0.364)
H (-1.375, 3.562, -2.417)
H (-2.706, 3.581, -1.050)
H (-3.214, 1.094, -1.470)
H (-3.358, 2.075, -3.007)
H (-0.549, 0.598, -2.470)
H (-1.348, 1.155, -4.020)
H (-1.355, -1.355, -3.916)
H (-3.065, -0.719, -3.866)
H (-4.293, -0.727, -1.856)
H (-4.281, -2.139, -2.710)
H (-2.450, -1.285, 0.221)
H (0.533, 0.118, 0.084)
H (2.338, -1.020, 1.063)
H (1.698, -2.688, 0.457)
H (2.777, -0.381, -1.530)
H (2.657, -2.236, -1.814)
H (4.741, -0.633, 0.054)
H (4.217, -2.342, 0.469)
H (6.417, -1.811, -1.264)
H (5.111, -2.143, -2.524)
H (5.663, -3.883, -0.052)
H (3.150, -6.277, -0.678)
H (2.262, -4.697, -0.900)
H (3.510, -4.858, 0.533)
H (0.197, -3.376, -1.059)
H (-0.926, -4.727, -2.757)
H (-0.205, -3.294, -3.219)
H (-4.332, -3.488, 0.070)
H (-3.997, -5.572, -1.031)
C (3.979, 5.544, -4.245)
C (4.196, 4.233, -3.832)
C (3.205, 3.274, -4.008)
C (2.000, 3.639, -4.604)
C (1.773, 4.952, -5.013)
C (2.769, 5.904, -4.830)
N (0.962, 2.628, -4.814)
O (1.186, 1.489, -4.426)
O (-0.068, 2.976, -5.369)
H (4.757, 6.289, -4.111)
H (5.141, 3.958, -3.375)
H (3.387, 2.256, -3.682)
H (0.836, 5.244, -5.473)
H (2.604, 6.928, -5.148)
C (-1.768, -1.956, 6.898)
C (-0.943, -1.820, 8.010)
C (-0.425, -0.574, 8.346)
C (-0.746, 0.532, 7.562)
C (-1.565, 0.402, 6.443)
C (-2.075, -0.848, 6.113)
N (-0.224, 1.852, 7.925)
O (0.506, 1.926, 8.900)
O (-0.553, 2.803, 7.232)
H (-2.175, -2.929, 6.642)
H (-0.705, -2.687, 8.617)
H (0.216, -0.481, 9.215)
H (-1.815, 1.257, 5.826)
H (-2.717, -0.960, 5.245)

These are the Löwdin partial charges, in e, on atoms 1 to 6: -0.127 -0.250 -0.228 -0.199 -0.237 -0.163